Arrangement w

Molecular formula: C5H8Cl2
Method: DFT, ωB97M-V/def2-TZVPD

- Kohn-Sham gap: 9.75 eV
- Multiplicity: 1

Bonds (Å) are listed after each position.
Element x y z (Å)
1 C 0.23 3.29 0.45  C2 1.265, H8 1.088, H9 1.211
2 C 0.14 2.08 0.81  C1 1.265
3 C 0.21 -0.24 -0.90  C5 1.525, H11 1.060, H12 1.045, H13 1.042
4 C -0.95 -2.03 0.56  C5 1.510, Cl6 1.825, H14 1.071, H15 1.056
5 C -0.01 -0.86 0.48  C3 1.525, C4 1.510, Cl7 1.855, H10 1.078
6 Cl -2.64 -1.35 0.46  C4 1.825
7 Cl 1.63 -1.45 1.12  C5 1.855
8 H 0.38 4.22 0.99  C1 1.088
9 H 0.45 3.53 -0.71  C1 1.211
10 H -0.40 -0.05 1.09  C5 1.078
11 H -0.66 -0.02 -1.47  C3 1.060
12 H 0.90 -0.82 -1.43  C3 1.045
13 H 0.58 0.73 -0.91  C3 1.042
14 H -0.97 -2.63 -0.32  C4 1.071
15 H -0.97 -2.62 1.44  C4 1.056

***

Arrangement x

Molecular formula: C5H8Cl2
Method: DFT, ωB97M-V/def2-TZVPD

- Kohn-Sham gap: 10.71 eV
- Multiplicity: 1
- SMILES: CC=C(CCl)CCl

Bonds (Å) are listed after each position.
Element x y z (Å)
1 C 2.01 0.58 -0.25  C2 1.518, H6 1.100, H7 1.083, H8 1.091
2 C 0.98 -0.47 0.13  C1 1.518, C3 1.326, H9 1.057
3 C -0.33 -0.27 0.09  C2 1.326, C4 1.483, C5 1.496
4 C -1.27 -1.32 0.56  C3 1.483, H10 1.099, H11 1.085, Cl14 1.792
5 C -0.97 0.97 -0.44  C3 1.496, H12 1.081, H13 1.086, Cl15 1.808
6 H 2.66 0.35 -1.11  C1 1.100
7 H 1.53 1.53 -0.41  C1 1.083
8 H 2.65 0.81 0.60  C1 1.091
9 H 1.30 -1.44 0.38  C2 1.057
10 H -2.03 -0.94 1.26  C4 1.099
11 H -0.68 -2.09 1.04  C4 1.085
12 H -0.22 1.66 -0.78  C5 1.081
13 H -1.74 0.85 -1.21  C5 1.086
14 Cl -2.15 -2.09 -0.79  C4 1.792
15 Cl -1.74 1.87 0.92  C5 1.808

***

Need the numbers? Relative energies in kcal/mol: arrangement w 99.3; arrangement x 0.0.